No. 1
Here is C5H11N3O as an isolated structure at a distorted geometry from OMol25. Energies are from ωB97M-V/def2-TZVPD.

Element x y z (Å)
C  1.349  0.794  0.168
C  0.022  -1.804  0.284
C  -0.026  -0.533  -0.547
N  1.198  0.865  1.520
N  2.537  0.294  -0.342
O  -0.053  -0.576  -1.759
H  0.945  1.647  -0.372
H  1.640  0.112  2.033
H  3.119  -0.255  0.276
H  0.189  0.986  1.791
H  2.548  0.191  -1.347
H  0.932  -2.361  0.064
H  -0.838  -2.423  0.022
H  -0.048  -1.581  1.349
C  -2.450  0.775  -0.963
C  -1.578  0.595  0.227
N  -1.510  0.845  1.386
H  -1.859  1.144  -1.801
H  -3.252  1.473  -0.724
H  -2.864  -0.187  -1.267

Calculated values
- HOMO energy (alpha / beta) (eV) = -7.06 / -7.06

Atom charges from the Löwdin analysis, given in e for atoms 1 to 6: -0.369, -0.057, -0.454, 0.072, 0.089, -0.003

No. 2
Here is F6H10N3NaO17S6 as an isolated structure at a distorted geometry from OMol25. Energies are from ωB97M-V/def2-TZVPD.

Element x y z (Å)
Na  -3.682  6.852  13.304
N  -1.548  2.412  13.517
S  -0.374  3.043  12.824
O  0.112  4.391  13.108
O  -0.026  2.499  11.531
F  0.739  2.220  13.719
S  -2.502  3.327  12.435
O  -2.763  2.917  11.060
O  -2.658  4.765  12.628
F  -3.819  2.799  13.189
N  -6.284  2.969  11.197
S  -7.025  2.452  12.656
O  -8.214  3.132  13.080
O  -6.158  1.860  13.666
F  -7.615  1.185  11.811
S  -6.409  4.399  11.591
O  -5.465  4.822  12.584
O  -7.676  5.123  11.428
F  -5.655  4.936  10.302
N  -4.995  6.183  15.451
S  -5.713  4.687  16.039
O  -6.721  4.137  15.170
O  -5.855  4.353  17.460
F  -4.497  3.744  15.619
S  -5.702  7.043  16.514
O  -5.280  7.000  17.937
O  -7.098  7.203  16.165
F  -5.135  8.512  16.024
O  -3.587  9.446  12.810
H  -4.308  10.018  13.074
H  -3.665  9.384  11.858
O  -2.242  8.755  15.113
H  -2.089  9.076  14.224
H  -2.956  9.299  15.445
O  -2.381  5.635  15.542
H  -2.568  4.823  15.071
H  -3.234  6.061  15.633
O  -6.188  7.356  13.204
H  -7.094  7.574  13.423
H  -5.854  6.909  13.982
O  -3.346  7.139  10.958
H  -3.823  7.818  10.482
H  -3.537  6.331  10.481

Calculated values
- HOMO energy (eV) = -4.32
- total charge = -2

Atom charges from the Löwdin analysis, given in e for atoms 1 to 6: 0.377, -0.187, 0.377, -0.293, -0.300, -0.264

No. 3
Here is an isolated molecule of C13H23N3OS from OMol25. Energies are from ωB97M-V/def2-TZVPD.

Element x y z (Å)
C  4.874  -1.140  -3.856
C  3.395  -0.806  -4.010
C  2.565  -1.349  -2.849
C  1.084  -1.006  -3.001
C  0.197  -1.641  -1.931
C  0.442  -1.080  -0.531
C  -0.553  -1.645  0.480
C  -0.291  -1.140  1.906
C  -0.469  0.328  1.991
N  -1.614  0.973  2.062
C  -1.254  2.281  2.079
S  -2.399  3.583  2.154
C  -3.954  2.626  2.098
C  -4.583  2.366  3.453
C  -3.629  1.933  4.527
O  -5.771  2.475  3.612
N  0.046  2.475  2.028
N  0.539  1.223  1.970
H  5.444  -0.747  -4.694
H  5.269  -0.707  -2.939
H  5.020  -2.217  -3.816
H  3.024  -1.228  -4.947
H  3.271  0.278  -4.065
H  2.949  -0.932  -1.917
H  2.680  -2.435  -2.801
H  0.746  -1.353  -3.981
H  0.960  0.079  -2.977
H  -0.849  -1.467  -2.196
H  0.359  -2.722  -1.920
H  0.352  0.008  -0.566
H  1.457  -1.326  -0.210
H  -1.567  -1.366  0.190
H  -0.490  -2.734  0.481
H  0.725  -1.398  2.212
H  -0.998  -1.615  2.588
H  -4.649  3.173  1.462
H  -3.698  1.667  1.643
H  -4.176  1.564  5.390
H  -3.024  2.787  4.826
H  -2.962  1.166  4.138
H  1.534  1.072  1.918

Calculated values
- HOMO energy (eV) = -8.52
- SMILES string = CCCCCCCCc1nc(SCC(C)=O)n[nH]1

Atom charges from the Löwdin analysis, given in e for atoms 1 to 6: -0.120, -0.278, -0.239, -0.222, -0.218, -0.224

No. 4
Here is an isolated molecule of C8H8O2S at a distorted geometry from OMol25. Energies are from ωB97M-V/def2-TZVPD.

Element x y z (Å)
C  0.007  -1.888  -0.386
C  1.428  -1.986  -0.619
C  -0.458  -0.868  0.376
C  2.211  -1.021  -0.067
C  0.308  0.373  0.489
C  1.714  0.285  0.287
C  -1.613  1.754  0.503
C  -2.686  0.963  -0.112
O  4.118  1.250  -0.136
O  -0.319  1.546  0.765
S  2.846  1.576  0.611
H  -0.711  -2.650  -0.761
H  1.781  -2.849  -1.184
H  -1.448  -0.735  0.721
H  3.384  -0.961  -0.218
H  -1.754  2.793  0.725
H  -2.708  -0.077  0.130
H  -2.519  0.987  -1.176
H  -3.579  1.508  0.051

Calculated values
- multiplicity = 3
- expectation value of S² = 2.0123
- HOMO energy (alpha / beta) (eV) = -6.95 / -9.26

Atom charges from the Löwdin analysis, given in e for atoms 1 to 6: -0.063, -0.088, -0.028, -0.102, -0.224, -0.417

ΔE to the lowest compared entry with this formula, charge and spin, respectively: 336.7, 257.2, 6.8, 12.6 kJ/mol.